[1]
Density functional theory data (ωB97M-V/def2-TZVPD) for a 2-piece molecular cluster, C4H11N3O2 overall at a distorted geometry.

Each line ends with the natural charge from an NBO analysis.
Positions of all 20 atoms, in Å:
H -0.0775 -1.5119 0.4657  0.418
O -0.2182 1.9957 -2.9769  -0.521
N -1.5489 0.3320 0.4167  -0.325
H -0.0061 -1.4770 3.3474  0.228
H 1.5535 -0.6950 -2.8018  0.252
N 0.0596 -1.0213 1.3594  -0.501
H -0.1285 -0.7896 -3.4395  0.274
H 0.0679 -0.8854 -1.7699  0.209
C -0.5511 0.2384 1.2315  0.589
C 0.4891 1.0983 -2.5527  0.743
C 0.4999 -0.3855 -2.6569  -0.734
C -0.5971 -1.7542 2.4723  -0.455
H 0.7270 1.4053 2.3281  0.421
H -0.3729 -2.8233 2.4552  0.259
H -2.0115 1.2412 0.3957  0.386
H 2.2991 1.2677 -1.5986  0.478
N -0.1421 1.4335 1.8199  -0.686
O 1.7005 1.6523 -2.2834  -0.699
H -1.6428 -1.5160 2.6752  0.227
H -0.1000 2.1948 1.1127  0.437

Values from the calculation:
**HOMO energy (spin up / spin down)**: -13.43 / -13.43 eV
**Kohn-Sham gap (spin up / spin down)**: 8.90 / 4.22 eV
**2S+1**: 2
**LUMO level (spin up / spin down)**: -4.53 / -9.21 eV
**Net charge**: +1

[2]
Density functional theory data (ωB97M-V/def2-TZVPD) for a 2-piece molecular cluster, CBrCl2NO2 overall.

Each line ends with the natural charge from an NBO analysis.
Positions of all 7 atoms, in Å:
N 1.6026 -0.3581 -0.0065  0.524
O 2.4161 -1.2061 0.0466  -0.282
O 1.5669 0.8188 0.0536  -0.282
C -2.0641 0.0849 0.0008  -0.283
Br -0.8512 -1.3035 -0.2827  0.177
Cl -2.9025 0.6512 -1.3872  0.074
Cl -2.9914 -0.0143 1.4469  0.071

Values from the calculation:
**HOMO energy (spin up / spin down)**: -8.85 / -9.60 eV
**Kohn-Sham gap (spin up / spin down)**: 7.68 / 8.48 eV
**LUMO level (spin up / spin down)**: -1.17 / -1.13 eV

[3]
Density functional theory data (ωB97M-V/def2-TZVPD) for a 2-piece molecular cluster, CH4N3O3 overall at a distorted geometry.

Each line ends with the natural charge from an NBO analysis.
Positions of all 11 atoms, in Å:
O -1.8950 1.6178 0.8099  -0.255
H 2.8784 -0.7166 -1.7669  0.289
N -0.9828 -1.4694 0.5198  -0.659
H 0.1762 2.4918 0.7050  0.532
C -1.0394 -0.2799 0.0449  0.446
N -0.9345 0.9954 0.4956  0.399
H -0.5531 -1.5607 1.5074  0.462
N 2.2973 -0.0094 -1.3570  0.051
O 1.3096 -0.6022 -0.9983  -0.305
H -1.4060 -2.1277 -0.1642  0.482
O 0.1493 1.6610 0.2040  -0.443

Values from the calculation:
**HOMO energy (spin up / spin down)**: -13.81 / -13.81 eV
**Kohn-Sham gap (spin up / spin down)**: 8.12 / 8.12 eV
**LUMO level (spin up / spin down)**: -5.69 / -5.69 eV
**Net charge**: +1

[4]
Density functional theory data (ωB97M-V/def2-TZVPD) for a 10-piece molecular cluster, C40H100O20 overall at a distorted geometry.

Each line ends with the Mulliken charge.
Positions of all 160 atoms, in Å:
C -1.0032 -4.4649 0.6950  -0.699
H 0.1834 1.3348 5.2672  0.214
H -6.0726 0.4120 6.3162  0.268
H 3.3460 -7.8048 -4.1484  0.397
O 2.0969 4.6518 -3.6871  -0.442
H 1.4877 6.4719 -0.8964  -0.166
H 3.1836 6.0739 -1.7498  -0.152
H 0.0203 0.0589 -0.3870  0.252
C 1.4033 -2.7482 -6.0934  -0.355
C 0.1137 0.2567 5.5492  0.331
H -2.1010 -3.6167 -4.8977  0.364
H -2.6059 -4.2531 5.8028  0.315
C 2.0362 6.2813 -1.8745  0.820
H -2.5515 -2.9080 -8.6495  0.321
H -0.5078 6.5226 2.9226  0.348
O 0.2281 -3.5714 -5.9854  -0.314
C 0.2684 2.2439 -0.0716  0.283
C -1.9383 -0.1793 4.3596  0.241
C -3.2072 0.9577 -6.5833  -0.784
H -1.1245 -2.0529 -8.3763  0.287
H 4.7493 1.0409 3.1012  0.234
C -0.2950 -5.6874 -1.1419  -0.829
H -5.8558 1.7068 -6.3349  0.283
H 2.4212 -1.5257 -2.7324  0.331
C 2.0208 -2.1342 -1.9062  -0.759
H -2.7057 1.6702 -5.9786  0.396
H 1.3787 -2.2230 -7.0664  0.279
H 1.4368 0.6575 0.4010  0.125
H -4.0804 -1.9277 0.5180  0.455
H 2.3354 -3.3374 -5.8919  0.224
O -3.4948 -3.0881 4.3635  0.095
C -2.1247 -1.8102 -2.9481  -0.580
H 0.7095 -5.3610 -0.9810  0.237
O 1.5248 0.8300 -1.6063  -0.265
H 2.6130 -1.9040 -1.0307  0.530
C -2.2915 -0.2415 -6.8965  0.318
H 3.7643 -3.6740 -3.3470  0.253
O 3.5219 1.5715 4.6985  -0.495
H 0.9468 -1.8961 -1.7694  -0.283
H -1.9436 -0.7519 -2.5566  -0.054
H 2.7957 -6.0538 -1.6437  0.305
H 4.0782 4.4086 -3.0876  0.232
C 3.1996 3.8058 -3.3583  -0.506
H 5.0031 3.6328 0.5288  0.219
C -5.3079 1.4208 -5.4206  -0.769
H -3.1096 -4.0143 0.8938  0.328
H -3.3133 -0.8673 1.5179  0.151
H 1.7656 -2.2221 3.8738  0.348
H -1.3417 0.1377 -7.3606  0.343
H 1.1491 2.8692 -0.2555  -0.563
O 1.9163 7.4709 -2.7396  -0.466
H 4.9300 5.2819 -0.2999  0.139
H -7.4037 -0.5200 7.0600  0.299
H 2.8020 -2.6869 2.4863  0.428
H 0.1543 7.9320 2.0232  0.322
O -0.8043 2.5974 -0.9217  -0.151
H 5.3130 0.6481 4.8172  0.402
H -0.3507 -6.6192 -0.5491  0.459
H 3.9918 -3.8274 -1.5220  0.378
C -1.0342 0.3755 8.3773  -0.560
C 4.8887 4.7203 0.6565  -0.764
H 0.1495 1.5259 -2.8058  0.587
C 2.1868 -1.8942 2.8572  -0.733
H -2.3774 0.7790 4.1220  0.440
C 0.8086 -0.0601 6.9126  -0.665
H 1.3326 -1.7351 2.1982  0.013
H -3.5838 -5.0508 4.6811  0.348
C 2.4120 -7.2786 -4.1226  -0.947
H -0.0511 -3.9903 0.8802  0.256
H 0.4053 5.2364 -2.8235  0.403
C 2.4118 8.5430 -1.9537  -0.672
H -0.1166 -5.3198 -4.9736  0.142
H -1.7625 0.6228 7.6128  0.199
H 0.7079 -0.2699 4.7596  -0.122
H 1.3820 -1.9945 -5.3001  -0.061
H 3.3900 -0.7137 5.0791  0.163
H 3.5190 6.9198 1.4551  0.299
H 2.0869 -7.2944 -5.1390  0.276
H -2.3430 -2.5263 -2.1191  0.116
H -2.2720 3.8845 -1.2541  0.264
O 2.0573 -3.5863 -2.0926  0.303
H 2.3553 9.4983 -2.5249  0.297
O 1.1083 6.1330 1.5229  -0.030
C 3.4270 6.0049 2.0446  -0.622
H -3.1718 -0.6994 -0.3382  0.095
C -3.1570 -1.3866 0.5746  -0.924
H 1.8628 5.0755 3.1653  0.082
C 3.3345 -4.1148 -2.3863  -0.702
C -0.1213 6.8147 1.9210  -0.985
C 3.8717 -0.6835 4.1217  -0.446
O -1.2161 -4.7057 -0.6676  -0.230
H -2.0123 -4.2665 4.0904  0.245
H 2.8789 3.1232 -2.5165  0.118
H 1.7920 1.6990 3.4699  0.019
O -1.2166 -0.1926 5.5529  -0.247
H 1.9110 6.7428 3.3645  0.514
O -1.0056 -2.2917 -3.7027  0.317
H 5.6481 5.1850 1.3211  0.346
H -3.0528 -1.7672 -3.5702  0.333
H 1.4114 4.2036 -1.8451  -0.583
H 3.1427 2.5084 2.8760  0.348
H 1.7094 -7.8050 -3.4557  0.287
O -2.9143 -1.1822 -7.6601  -0.366
H -1.8258 3.7997 0.5411  0.267
O -6.6035 -1.3905 5.3621  -0.395
C -6.4822 -0.6100 6.5106  -0.631
H 4.6190 -1.4816 4.0028  0.407
C -2.0652 -2.2699 -7.8634  -0.504
O -4.2309 0.4194 -5.6798  -0.278
H -2.7600 -0.8572 4.4849  -0.904
O 2.5226 -5.8801 -3.6909  -0.123
O 3.6089 4.8164 1.2684  0.043
C -2.8457 -4.2539 4.7397  -0.865
H -0.5198 -5.9556 -2.1955  0.202
H -1.3261 -0.5599 3.4914  0.117
H -1.5655 -4.1650 -3.2614  0.040
H -4.6576 -0.8385 4.6588  0.183
H 1.8426 0.2535 6.7394  0.256
O -2.0243 -2.2603 0.5074  0.373
C -4.7268 -2.9088 5.0676  -0.687
C -2.1452 -3.4962 1.1460  -0.284
H -5.3296 -3.8110 4.8768  0.419
C 2.0194 5.9879 2.5973  -0.582
H 3.5596 3.2498 -4.2233  0.272
H -0.9995 -5.4046 1.2561  0.481
H -4.6052 -2.8312 6.1796  0.355
H 4.2187 6.0638 2.8130  0.510
C -1.4320 3.8177 -0.5227  -0.596
O 0.3076 0.6525 8.0374  -0.401
H 2.3806 3.1273 4.3172  0.366
C 4.4823 0.7056 4.1100  -0.556
C 1.4070 5.0532 -2.5166  0.304
H -1.9994 -0.6447 -5.9311  -0.268
H 0.3444 -0.1828 -2.9116  -0.559
H -3.4805 1.3859 -7.4911  0.438
H 0.6968 -1.1407 6.9968  0.408
H -1.1179 -0.7214 8.7050  0.238
H -0.7126 4.6144 -0.6439  -0.003
H 4.3180 -6.0390 -2.6593  0.406
H -0.8025 6.7294 1.1291  0.270
C 3.2697 -5.6083 -2.5414  -0.558
C -0.0535 -4.1826 -4.7267  0.246
H -2.0254 -3.3668 2.1898  -0.161
C 0.8344 0.7239 -2.8239  0.005
H 1.7520 8.6711 -1.1034  0.245
H 0.0563 2.4053 1.0138  0.501
C -5.4077 -1.6930 4.5987  -0.030
H -4.9103 2.2982 -4.8736  0.289
C 0.7562 0.8434 -0.4354  -0.232
H -5.9586 0.9286 -4.7495  0.259
H -5.6842 -1.9046 3.5327  0.107
O 2.8742 -0.6336 3.0784  -0.047
H -1.8211 -2.8717 -6.9977  0.041
H 3.4105 8.4097 -1.5665  0.276
H 0.7887 -4.0905 -4.0210  -0.428
C -1.3121 -3.5427 -4.1513  -0.437
H -1.2295 0.8631 9.3720  0.279
H 1.5787 0.8135 -3.6659  0.107
C 2.6667 2.2540 3.7934  -0.473
H -5.7917 -1.0517 7.3158  0.220

Values from the calculation:
**HOMO energy**: -8.97 eV
**Kohn-Sham gap**: 9.51 eV
**LUMO level**: 0.53 eV

Going through the records in order, we get ΔE to the lowest compared entry with this formula, charge and spin values of 90.5; 44.6; 179.7; 67.4 kcal/mol.
Going through the records in order, we get molar mass values of 133.15; 208.83; 106.06; 901.22 g/mol.